A molecular structure, C24H29Cl3CrN7O4S3Si, computed with ωB97M-V/def2-TZVPD.

XYZ file:
```
72
Properties=species:S:1:pos:R:3:forces:R:3:mulliken_spin:R:1
Cr -0.824 0.080 -0.685 -0.04 0.06 -0.11 3.50
N -4.018 1.151 0.181 0.00 -0.02 0.00 0.01
N -3.983 0.472 1.394 0.03 0.06 0.03 0.02
C -3.099 -0.533 1.583 -0.07 -0.03 -0.01 0.05
N -3.401 -1.429 2.534 -0.03 0.00 0.00 0.02
N -1.981 -0.577 0.892 0.10 0.02 0.03 -0.03
N -1.345 -1.851 0.849 0.04 0.01 0.01 0.45
O -1.006 -2.459 1.891 -0.01 -0.04 0.00 0.33
O -0.470 -1.761 -0.185 -0.01 -0.02 0.00 0.02
H -3.985 2.151 0.333 0.00 0.00 0.00 0.00
H -4.835 0.890 -0.358 0.00 0.01 0.00 0.00
H -4.748 0.553 2.046 -0.02 -0.02 0.00 0.00
H -4.366 -1.604 2.753 0.00 0.00 0.01 0.00
H -2.708 -2.146 2.718 0.01 0.00 0.00 0.00
O 0.849 0.612 0.534 -0.04 0.02 0.01 -0.05
S 1.459 1.288 1.745 -0.01 -0.01 0.01 0.00
C 3.118 1.754 1.209 0.02 0.01 0.00 0.00
C 3.848 0.692 0.394 0.01 0.01 -0.01 0.00
C 3.340 0.570 -1.055 0.00 0.01 -0.01 0.00
C 2.739 -0.798 -1.378 0.01 0.00 0.01 0.00
S 1.685 -0.624 -2.819 -0.01 -0.01 0.01 -0.01
O 0.423 0.062 -2.273 0.01 -0.01 0.02 -0.04
C 1.330 -2.298 -3.244 0.00 0.00 -0.01 0.00
C 1.382 -2.569 -4.607 -0.01 0.01 0.00 0.00
C 1.089 -3.846 -5.056 0.00 -0.01 0.00 0.00
C 0.745 -4.831 -4.142 0.00 0.00 -0.01 0.00
C 0.698 -4.551 -2.781 0.01 0.01 0.00 0.00
C 0.993 -3.280 -2.319 -0.01 -0.01 0.01 0.00
C 1.891 -0.023 2.869 -0.01 -0.02 -0.01 0.00
C 2.368 0.326 4.128 0.01 0.02 0.00 0.00
C 2.703 -0.680 5.017 0.00 0.00 0.00 0.00
C 2.537 -2.012 4.652 0.00 0.00 0.00 0.00
C 2.034 -2.341 3.404 0.00 0.00 0.00 0.00
C 1.709 -1.342 2.495 0.00 0.01 0.00 0.00
H 3.644 1.997 2.135 0.00 0.00 0.00 0.00
H 2.990 2.680 0.644 0.00 0.00 0.00 0.00
H 3.793 -0.269 0.912 -0.01 0.00 0.00 0.00
H 4.903 0.969 0.392 0.00 -0.01 0.00 0.00
H 4.154 0.766 -1.755 0.00 0.01 0.00 0.00
H 2.583 1.336 -1.236 -0.01 -0.01 0.00 0.00
H 2.107 -1.174 -0.572 0.00 0.00 -0.01 0.00
H 3.497 -1.542 -1.629 0.00 0.00 0.00 0.00
H 1.641 -1.785 -5.308 0.00 0.00 0.00 0.00
H 1.123 -4.069 -6.113 0.00 0.00 0.00 0.00
H 0.507 -5.828 -4.492 0.00 0.00 0.00 0.00
H 0.422 -5.323 -2.077 0.00 0.00 0.00 0.00
H 0.920 -3.055 -1.266 0.01 0.00 0.00 0.01
H 2.469 1.367 4.414 0.00 0.00 0.00 0.00
H 3.079 -0.427 5.999 0.00 0.00 0.00 0.00
H 2.788 -2.795 5.356 0.00 0.00 0.00 0.00
H 1.876 -3.376 3.133 0.00 0.00 0.00 0.00
H 1.283 -1.584 1.531 0.01 -0.01 0.01 0.02
N -0.910 2.242 -3.343 -0.02 -0.01 -0.01 0.01
C -1.255 2.771 -2.167 0.01 -0.01 -0.01 0.01
N -1.190 2.145 -1.011 0.01 -0.02 0.06 -0.07
C -1.540 3.008 0.037 -0.01 0.01 -0.02 -0.01
C -1.574 2.690 1.392 -0.01 0.00 0.00 0.01
C -1.977 3.654 2.300 0.00 0.00 0.00 0.00
C -2.351 4.930 1.881 0.00 0.00 0.01 0.00
C -2.327 5.260 0.537 0.00 0.00 0.00 0.00
C -1.917 4.291 -0.367 0.00 0.00 0.01 0.00
S -1.787 4.427 -2.098 -0.01 0.00 0.00 0.00
H -0.565 1.290 -3.360 0.01 0.00 -0.01 0.00
H -1.233 2.662 -4.196 0.00 0.01 0.00 0.00
H -1.311 1.696 1.725 0.00 0.00 0.00 0.00
H -2.004 3.409 3.354 0.00 0.00 0.00 0.00
H -2.662 5.668 2.608 0.00 0.00 0.00 0.00
H -2.616 6.247 0.201 0.00 0.00 0.00 0.00
Cl -3.948 0.854 -3.006 0.03 0.00 -0.01 -0.02
Si -2.703 -0.610 -2.164 0.02 0.00 -0.01 -0.24
Cl -4.053 -1.922 -1.271 0.00 0.01 0.02 -0.01
Cl -2.028 -1.645 -3.839 0.00 0.01 -0.01 -0.01
```
Forces are in eV/Å.

Calculated values
frontier orbital gap (alpha / beta)	7.486 / 8.864	eV
E_LUMO (alpha / beta)	-2.41 / -2.03	eV
HOMO energy (alpha / beta)	-0.3637 / -0.4004	hartree
multiplicity	5
energy above the lowest of the compared OMol25 structures with the same formula, charge and spin	0.000	eV
net charge	+1
energy	-5525.2385	a.u.